Computed, not measured: a molecular structure, C6H12 at a distorted geometry, with the ωB97M-V functional and the def2-TZVPD basis.

Positions of all 18 atoms, in Å:
C (-1.46192, 1.37360, -0.40453)
C (1.51887, -0.42686, 1.41835)
C (1.22559, -0.60033, -1.35820)
C (-0.58671, -0.72152, 0.46403)
C (-1.07677, 0.62809, 0.90478)
C (0.84577, -0.57958, 0.10655)
H (-0.55058, 1.29699, -0.98593)
H (-0.61681, -1.49039, 1.24665)
H (2.23859, -0.31734, -1.44997)
H (-1.23081, -1.03962, -0.44365)
H (2.48643, -0.07621, 1.61102)
H (0.38329, -0.11409, -1.88354)
H (-1.87486, 2.44621, -0.31059)
H (-2.35099, 0.91280, -0.82280)
H (-0.12311, 1.02703, 1.34861)
H (-2.00699, 0.67336, 1.62226)
H (1.81701, -1.36646, 0.59852)
H (1.36401, -1.62569, -1.66155)

Cartesian forces (eV/Å) of the 3 atoms listed first:
-0.800 1.562 1.383
-2.045 -0.591 -2.196
-0.648 -0.407 1.066

Calculated values
Energy relative to the best compared isomer or geometry (same formula, charge and spin) ... 142.8 kcal/mol
LUMO level ... 0.70 eV
Energy ... -235.5907 hartree
Frontier orbital gap ... 8.4056 eV

These are the Mulliken partial charges, in e, on atoms 1 to 4: number 1, C, carries -1.047; number 2, C, carries -1.197; number 3, C, carries -1.367; number 4, C, carries -0.669